88
Properties=species:S:1:pos:R:3:forces:R:3 method="wB97M-V/def2-TZVPD" e_lumo_ha="0.01616 / -0.04405" e_tot_ha=-2747.97643 multiplicity=5 de_lowest_kcal_mol=2.6
P -0.171 1.179 -2.289 0.4 -0.6 1.5
C -1.814 0.448 -2.433 -0.3 0.0 0.2
C -2.504 1.117 -3.637 -0.3 -0.2 -0.1
C -3.927 0.576 -3.829 0.0 0.0 0.2
C -3.982 -0.956 -3.843 0.0 0.0 -0.1
C -3.258 -1.595 -2.650 -0.1 0.3 0.0
C -1.819 -1.089 -2.525 0.1 0.0 -0.1
C 1.346 0.393 -2.858 0.3 -0.1 0.1
C 1.469 0.556 -4.379 0.3 -0.2 -0.2
C 2.805 -0.036 -4.849 0.0 0.1 0.1
C 3.022 -1.474 -4.359 -0.1 -0.1 0.0
C 2.799 -1.655 -2.850 0.1 0.2 0.0
C 1.465 -1.072 -2.385 -0.2 -0.1 0.0
C -0.075 2.911 -1.818 -0.1 0.4 -0.4
C -1.225 3.310 -0.866 0.0 -0.2 0.2
C -1.162 4.807 -0.534 0.1 0.1 -0.3
C 0.218 5.301 -0.079 0.0 -0.2 0.3
C 1.386 4.775 -0.925 -0.2 0.0 -0.2
C 1.305 3.275 -1.230 0.0 -0.1 0.2
H -2.305 0.699 -1.465 0.2 0.1 -0.5
H -1.907 0.923 -4.542 -0.1 0.0 0.1
H -2.537 2.207 -3.504 0.0 -0.2 0.0
H -4.340 0.986 -4.758 0.0 -0.1 0.1
H -4.547 0.953 -3.004 0.0 -0.1 -0.1
H -5.028 -1.282 -3.855 0.1 0.0 -0.1
H -3.525 -1.320 -4.772 0.0 0.0 0.0
H -3.789 -1.351 -1.721 0.0 -0.1 -0.1
H -3.255 -2.686 -2.754 0.0 0.2 0.1
H -1.343 -1.509 -1.627 -0.1 0.1 -0.2
H -1.250 -1.406 -3.410 -0.1 0.0 0.1
H 2.172 0.944 -2.359 -0.5 -0.1 -0.2
H 3.611 0.600 -4.457 -0.1 0.0 -0.1
H 1.419 1.619 -4.647 0.0 -0.2 0.0
H 0.626 0.053 -4.878 0.2 0.0 0.1
H 2.856 0.013 -5.943 0.1 0.0 0.2
H 4.039 -1.791 -4.616 -0.1 0.0 0.0
H 2.338 -2.138 -4.903 0.0 0.0 0.0
H 2.846 -2.719 -2.586 0.0 0.2 0.0
H 3.602 -1.152 -2.297 0.0 -0.1 0.0
H 1.377 -1.091 -1.286 0.0 -0.1 -0.4
H 0.645 -1.665 -2.807 0.2 0.1 0.1
H -0.213 3.388 -2.812 0.1 0.4 0.5
H -2.204 3.095 -1.323 0.3 0.0 0.1
H -1.169 2.690 0.045 0.1 0.2 -0.3
H -1.452 5.364 -1.436 0.0 0.0 0.1
H -1.908 5.033 0.237 0.1 0.0 -0.2
H 0.376 5.016 0.968 0.0 -0.1 -0.1
H 0.229 6.398 -0.102 0.0 -0.2 0.1
H 2.336 4.990 -0.421 -0.2 0.0 -0.1
H 1.400 5.316 -1.882 0.0 0.0 0.1
H 2.107 3.017 -1.935 -0.2 0.1 0.1
H 1.464 2.666 -0.323 -0.1 0.2 -0.2
Pd -0.240 -0.878 2.283 0.2 1.5 0.2
Cl 1.578 0.309 0.993 -0.1 0.1 -0.2
Cl -2.145 0.243 1.256 -0.4 0.6 -0.2
C -0.669 -2.311 1.135 -0.5 -2.0 -1.9
H -1.706 -2.347 0.747 0.5 -0.3 0.4
C 0.198 -3.426 0.925 -0.7 0.1 0.2
C 1.598 -3.247 1.063 0.1 -0.5 0.0
C 2.442 -4.349 1.030 -0.2 -0.3 0.0
C 1.906 -5.641 0.897 -0.1 0.0 -0.1
C 0.521 -5.820 0.710 0.2 -0.1 -0.1
C -0.333 -4.732 0.689 0.7 0.4 0.1
H 1.980 -2.236 1.211 -0.1 -0.3 -0.1
H 3.523 -4.215 1.118 -0.3 -0.1 0.0
H 0.116 -6.827 0.585 0.2 0.3 0.0
H -1.411 -4.835 0.569 0.2 -0.1 0.0
H 2.563 -6.512 0.932 -0.2 0.2 -0.1
C 2.402 -0.163 4.740 0.1 0.0 -0.6
N 1.295 -0.006 5.665 0.0 0.1 0.8
C 1.611 -0.132 7.080 0.0 -0.1 0.1
C 0.071 0.189 5.125 -0.2 0.6 -1.9
O 0.028 0.460 3.873 0.1 0.0 2.5
N -1.110 0.118 5.785 0.4 0.0 0.6
C -1.377 0.087 7.214 -0.1 -0.1 0.2
C -2.314 0.139 4.978 -0.2 0.2 -0.5
H 3.325 -0.118 5.318 0.0 0.1 -0.2
H 2.377 0.614 3.969 0.1 -0.2 0.2
H 2.350 -1.135 4.230 0.0 0.2 0.0
H 1.285 0.751 7.644 0.2 -0.2 -0.1
H 1.174 -1.038 7.517 0.2 0.1 0.0
H 2.698 -0.207 7.167 -0.3 0.0 0.1
H -1.906 1.005 7.516 0.2 -0.2 -0.1
H -2.033 -0.767 7.428 0.2 0.2 0.1
H -0.474 -0.007 7.806 -0.4 0.0 -0.1
H -2.362 1.035 4.346 -0.1 -0.2 0.1
H -2.347 -0.733 4.311 -0.1 0.2 0.1
H -3.168 0.104 5.660 0.1 0.0 -0.2